(i)
{"formula": "C6H35NO13", "method": "wB97M-V/def2-TZVPD", "elements": ["C", "N", "C", "O", "C", "C", "C", "C", "H", "H", "H", "H", "H", "H", "H", "H", "H", "H", "H", "H", "H", "O", "H", "H", "O", "H", "H", "O", "H", "H", "O", "H", "H", "O", "H", "H", "O", "H", "H", "O", "H", "H", "O", "H", "H", "O", "H", "H", "O", "H", "H", "O", "H", "H", "O"], "xyz": [[-0.64542, -1.05551, 0.50321], [-1.93553, -1.68700, 0.84061], [-2.34366, -2.92268, 0.48965], [-3.53010, -3.21832, 0.43211], [-0.86034, -0.03854, -0.64496], [-1.60994, 1.25880, -0.25747], [-1.29939, 1.92733, 1.03547], [-1.25974, 3.24121, 1.18323], [0.04353, -1.82860, 0.21788], [-0.41923, -0.56265, 1.45188], [-2.69240, -1.08537, 1.13939], [-1.52996, -3.65901, 0.46826], [-1.47452, -0.47443, -1.41885], [0.16123, 0.07276, -1.03005], [-2.66046, 0.90098, -0.17800], [-1.48867, 1.92652, -1.11278], [-0.99678, 1.30533, 1.87633], [-1.61694, 3.89990, 0.40367], [-0.99904, 3.76161, 2.10235], [1.83784, -0.24645, -3.61164], [0.53896, -0.72804, -4.22318], [1.06141, 0.06234, -4.09363], [-4.65968, -1.98852, 0.95964], [-5.06062, -1.17234, 2.27293], [-5.12784, -1.20761, 1.31733], [3.88527, -1.30745, -2.23678], [2.87934, -0.96509, -1.18560], [3.01721, -0.91233, -2.15624], [0.42003, 2.88822, -2.17236], [1.42292, 3.91644, -1.70272], [0.98613, 3.10624, -1.39970], [1.00856, 1.47089, 0.23096], [2.29742, 2.07762, 1.00013], [1.68073, 1.35039, 0.90531], [1.10162, -2.05744, -1.67862], [0.12621, -3.13125, -1.82996], [0.47497, -2.38102, -2.33673], [0.56133, -0.57508, 3.98854], [-0.58470, -1.25831, 4.65245], [0.22838, -1.48264, 4.19069], [1.50292, -3.60907, 2.39800], [0.37084, -2.64466, 2.88923], [0.88416, -2.92794, 2.10808], [-0.47440, 2.93104, -4.38048], [-0.11725, 1.61030, -3.80201], [-0.60515, 2.42483, -3.57012], [2.45591, 2.19009, -1.56495], [3.00357, 0.92327, -2.31004], [3.05117, 1.89284, -2.28392], [2.59934, -0.66001, 0.88129], [1.93415, -2.05503, 1.06974], [2.44945, -1.50794, 0.43748], [0.16210, 1.83486, 3.70143], [1.10432, 1.28216, 2.56908], [0.74074, 1.09440, 3.46440]], "mulliken_charge": [-0.01, 0.05, 0.06, -0.71, 0.18, -1.05, 0.16, -1.15, 0.31, -0.24, 0.29, 0.34, 0.51, -0.22, 0.55, 0.43, 0.37, 0.30, 0.23, 0.31, 0.30, -0.69, 0.39, 0.28, -0.71, 0.29, 0.40, -0.64, 0.41, 0.29, -0.64, 0.15, 0.21, -0.50, 0.21, 0.31, -0.60, 0.37, 0.29, -0.68, 0.26, 0.35, -0.64, 0.29, 0.40, -0.65, 0.38, 0.40, -0.75, 0.30, 0.34, -0.79, 0.30, 0.39, -0.71], "e_homo_ev": -9.68, "gap_ev": 9.796}



(ii)
{"formula": "C6H35NO13", "method": "wB97M-V/def2-TZVPD", "elements": ["O", "C", "C", "C", "C", "C", "C", "N", "H", "H", "H", "H", "H", "H", "H", "H", "H", "H", "H", "H", "H", "O", "H", "H", "O", "H", "H", "O", "H", "H", "O", "H", "H", "O", "H", "H", "O", "H", "H", "O", "H", "H", "O", "H", "H", "O", "H", "H", "O", "H", "H", "O", "H", "H", "O"], "xyz": [[2.25468, 1.70425, -0.61946], [1.98514, 0.71552, 0.02533], [0.68976, 0.87182, 0.89451], [0.45406, -0.30026, 1.92673], [0.67674, -0.15766, 3.44300], [1.23809, -1.14073, 4.14090], [0.20521, 1.30748, 3.81864], [-0.42839, 0.97116, 0.02135], [2.44849, -0.31679, 0.09227], [0.73072, 1.87065, 1.45056], [0.77949, -1.22782, 1.47036], [-0.69096, -0.40763, 1.95035], [1.28816, -1.24136, 5.16369], [1.67140, -2.01266, 3.60882], [0.56675, 2.22019, 3.27729], [0.54066, 1.36827, 4.93457], [-0.83719, 1.30036, 3.74997], [-1.30246, 0.55348, 0.32881], [-0.53428, 1.90848, -0.38431], [-3.51509, 1.34361, 0.21478], [-3.78547, 0.72535, -1.16701], [-3.54040, 1.57270, -0.79498], [2.65383, -0.54186, -3.84863], [1.31818, -1.11490, -3.80693], [2.08452, -1.11456, -4.36547], [1.09676, -2.27822, -1.08315], [2.61508, -2.14268, -1.39545], [1.89805, -2.53983, -0.72858], [-0.78262, 1.31262, -4.23916], [-1.15131, 0.28380, -5.36209], [-1.39605, 0.58503, -4.51167], [-0.69588, -1.56944, -2.98304], [-0.06888, -0.66452, -1.91348], [0.03008, -1.45144, -2.41971], [3.80112, 1.70724, -3.24659], [3.38697, 1.19337, -2.02694], [3.66427, 0.77189, -2.89071], [-2.99069, -3.34784, 0.50701], [-1.50088, -3.85657, 0.61268], [-2.29148, -3.69369, 1.12994], [-1.52346, 4.66972, -1.18332], [-2.09858, 3.27875, -0.62477], [-1.37574, 3.85212, -0.65893], [-1.85618, -2.61112, 2.28544], [-2.67899, -2.42621, 3.60326], [-1.99933, -2.08791, 3.09948], [-0.58535, -3.00291, -1.44890], [0.31720, -4.22308, -1.68023], [-0.35445, -3.98661, -1.08519], [-2.59558, -0.76540, 2.26719], [-3.37017, 0.67256, 2.19557], [-3.05989, -0.08490, 1.72556], [0.45026, 4.36249, 0.73178], [1.69147, 4.88794, 0.27697], [1.39769, 4.69442, 1.11321]], "mulliken_charge": [-0.69, -0.04, 1.21, -0.29, 0.72, -1.17, -1.14, -0.12, 0.35, -0.30, 0.49, -0.59, 0.38, 0.23, 0.30, 0.31, 0.31, 0.17, 0.12, 0.32, 0.30, -0.64, 0.37, 0.36, -0.66, 0.30, 0.37, -0.60, 0.32, 0.31, -0.63, 0.23, 0.34, -0.79, 0.32, 0.37, -0.68, 0.32, 0.37, -0.69, 0.29, 0.27, -0.61, 0.47, 0.26, -0.65, 0.41, 0.30, -0.72, 0.16, 0.34, -0.64, 0.30, 0.29, -0.61], "e_homo_ev": -9.10, "gap_ev": 9.005}



Energies relative to the most stable structure, in kJ/mol: (i) 0.0; (ii) 370.7.